Entry 1:
C39H47BeNOSb2 | ωB97M-V/def2-TZVPD

Calculated values
electronic energy = -58220.354 eV
charge = 0
highest occupied orbital energy = -7.76 eV
gap between HOMO and LUMO = 7.1258 eV

Each line ends with the Mulliken charge.
CARTESIAN COORDINATES (ANGSTROEM)
Be1 1.5359 -1.7857 0.5976  -1.67
C1 5.0811 -0.4542 -1.2711  -0.68
C2 5.0770 0.8280 -0.7232  -0.71
C3 4.0115 1.2091 0.0784  -0.69
C4 2.9565 0.3148 0.3128  -0.27
C5 2.8751 -0.9249 -0.2369  0.17
C6 3.9426 -1.2839 -1.0795  0.30
C7 1.8008 0.6773 1.1755  1.05
C8 1.5202 1.9181 1.7375  -0.70
C9 0.4526 2.0953 2.5352  -1.03
C10 -0.4436 1.0589 2.7701  1.15
C11 -1.6135 1.1920 3.6054  -0.98
C12 -2.4363 0.1323 3.7713  -0.73
C13 -2.1317 -1.0899 3.1668  -1.20
C14 -1.0482 -1.2857 2.3143  -0.51
C15 -0.1793 -0.1742 2.1434  0.62
N1 0.9972 -0.3360 1.4187  0.72
H1 5.9944 -0.8774 -1.7592  0.31
H2 5.9540 1.4423 -0.6883  0.38
H3 4.0121 2.2342 0.5126  0.24
H4 3.8689 -2.2831 -1.5226  0.40
H5 2.2103 2.7601 1.6523  0.35
H6 0.2903 3.0273 3.0357  0.53
H7 -1.7764 2.1005 4.1987  0.40
H8 -3.3671 0.2278 4.3444  0.37
H9 -2.7288 -1.9139 3.4847  0.52
H10 -0.7504 -2.2349 1.9531  0.35
C16 -2.4267 -0.7173 -1.3293  -0.49
Sb1 -1.2431 1.0748 -1.5210  0.39
C17 -1.9833 1.7627 -3.3162  -1.08
C18 -2.3490 2.3643 -0.1237  -0.60
C19 -3.3599 3.1892 -0.8171  0.51
C20 -4.4871 2.6831 -1.4433  -0.16
C21 -5.3711 3.5020 -2.1358  -0.65
C22 -5.1084 4.9077 -2.2270  -0.82
C23 -3.9076 5.3696 -1.7354  -0.87
C24 -3.0428 4.5554 -1.0044  0.86
C25 -1.8001 5.2353 -0.4497  -1.77
Sb2 -0.0789 4.9262 -1.7017  0.67
C26 1.0819 6.3274 -0.4571  -1.24
C27 -0.8505 6.3737 -3.1784  -1.33
H11 -1.8394 -1.4719 -0.8060  -0.45
H12 -2.8579 -1.1845 -2.2720  0.39
H13 -3.3101 -0.3345 -0.6951  0.38
H14 -1.3857 1.3190 -4.1277  0.43
H15 -1.7840 2.8175 -3.3375  0.09
H16 -3.0393 1.6084 -3.5378  0.38
H17 -1.5448 2.9944 0.3237  -0.26
H18 -2.7614 1.7848 0.7054  0.57
H19 -4.6368 1.5703 -1.4322  0.28
H20 -6.2640 3.1136 -2.5815  0.45
H21 -5.7882 5.4851 -2.8621  0.33
H22 -3.6696 6.3808 -1.8695  0.36
H23 -1.5323 4.7817 0.5029  0.75
H24 -2.0040 6.3458 -0.4137  0.68
H25 0.4054 7.2100 -0.4478  0.35
H26 1.9599 6.5462 -1.1151  0.32
H27 1.3162 5.9770 0.4928  0.38
H28 -1.2273 7.2023 -2.6007  0.35
H29 -1.6280 5.8987 -3.6926  0.38
H30 -0.0513 6.7103 -3.7950  0.39
C28 1.5706 -4.3370 3.7633  -1.33
C29 2.7445 -4.3010 2.7619  0.32
C30 3.3801 -2.8869 2.6326  -1.30
C31 2.3894 -4.8629 1.3680  -0.01
C32 2.8038 -6.1673 1.0346  -0.87
C33 2.4235 -6.8072 -0.0834  -1.48
C34 1.5647 -6.1873 -0.9570  -0.40
C35 0.9952 -4.9727 -0.6755  0.03
C36 -0.1689 -4.4584 -1.5002  0.12
C37 -1.3964 -4.1389 -0.6920  -0.76
C38 0.3141 -3.2812 -2.3785  -0.90
C39 1.4211 -4.3210 0.5406  1.66
O1 0.9167 -3.1059 0.8078  1.17
H31 1.9349 -3.8222 4.7199  0.35
H32 1.3675 -5.4068 3.9413  0.36
H33 0.6878 -3.9112 3.3259  0.10
H34 3.5118 -4.9862 3.0981  0.75
H35 2.7228 -2.0552 2.9286  0.20
H36 3.7243 -2.7269 1.5931  0.22
H37 4.1854 -2.7073 3.3200  0.49
H38 3.4918 -6.6198 1.7623  0.33
H39 2.7440 -7.8071 -0.2230  0.41
H40 1.3648 -6.5773 -1.9620  0.40
H41 -0.3449 -5.3037 -2.1473  0.63
H42 -1.1533 -3.3375 -0.0120  -0.45
H43 -1.8184 -5.0733 -0.1889  0.29
H44 -2.2228 -3.8259 -1.3512  0.43
H45 0.4725 -2.3301 -1.8293  -0.07
H46 -0.4333 -3.0457 -3.2501  0.29
H47 1.2708 -3.5193 -2.8736  0.35

=====

Entry 2:
C3H6NOP | ωB97M-V/def2-TZVPD

Calculated values
electronic energy = -16033.963 eV
relative energy (zero: lowest compared OMol25 entry of this formula, charge and spin) = 5.6 kcal/mol
charge = 0
highest occupied orbital energy = -9.59 eV
gap between HOMO and LUMO = 9.9854 eV

Each line ends with the Mulliken charge.
CARTESIAN COORDINATES (ANGSTROEM)
C1 0.4096 -0.1276 0.8534  -0.49
C2 0.5102 -1.1996 -0.2322  -0.41
C3 -0.6114 0.9219 0.5129  -0.56
N1 -0.0289 -0.6925 -1.5050  -0.41
O1 -0.8177 1.7309 -2.3556  -0.68
P1 -0.4894 0.8019 -1.2892  0.72
H1 0.2890 -0.4561 1.9016  0.36
H2 1.4119 0.3925 0.7444  0.27
H3 1.4835 -1.4775 -0.4875  0.26
H4 -0.0059 -2.1881 0.0026  0.25
H5 -1.5684 0.4837 0.7027  0.29
H6 -0.5824 1.8105 1.1518  0.40

=====

Entry 3:
C19H29MnO2 | ωB97M-V/def2-TZVPD

Calculated values
electronic energy = -55578.343 eV
multiplicity = 5
charge = -2
highest occupied orbital energy (spin up / spin down) = 0.94 / 0.68 eV
gap between HOMO and LUMO (spin up / spin down) = 4.2283 / 4.4710 eV

Each line ends with the Mulliken charge.
CARTESIAN COORDINATES (ANGSTROEM)
Mn1 -0.0718 0.4928 0.4830  0.49
C1 2.0880 0.3325 1.3015  0.09
C2 2.3916 -0.4998 0.1974  -1.18
C3 2.1430 0.2085 -1.0054  0.05
H1 2.8533 -1.4809 0.3050  0.21
C4 1.5961 1.4856 -0.6531  -0.70
C5 1.6215 1.6112 0.7957  -1.11
H2 1.4824 2.5096 1.3839  0.42
H3 2.4304 0.1550 2.3137  0.80
H4 2.4048 -0.1170 -2.0157  0.43
H5 1.4208 2.3038 -1.3515  0.54
C6 -2.2528 0.4528 0.8768  -0.63
C7 -1.6207 1.6710 1.3036  -0.20
C8 -1.0660 2.2936 0.1409  -1.10
H6 -1.6242 2.0928 2.3073  0.78
C9 -1.3536 1.4722 -0.9897  -0.68
C10 -2.1120 0.3377 -0.5399  -0.54
H7 -2.6091 -0.4150 -1.1578  0.34
H8 -2.8327 -0.2140 1.5147  0.32
H9 -0.5699 3.2669 0.1437  0.42
H10 -1.2055 1.7660 -2.0436  0.66
O1 0.2955 -2.3259 -0.2920  -0.46
C11 -0.2603 -0.5448 -4.8592  0.42
C12 0.2757 -1.6583 -4.0740  -1.71
C13 0.5591 0.6381 -4.4134  -0.61
C14 -1.7220 -0.5094 -4.3545  -0.82
C15 0.3958 -2.4352 -1.6513  -0.14
H11 1.3615 -1.7707 -4.0788  0.54
H12 -0.2972 -2.5965 -4.1895  0.59
H13 -0.3362 -3.2320 -2.1881  0.06
H14 1.5228 -2.5795 -2.1231  0.08
H15 0.6829 1.2651 -5.3071  0.37
H16 1.5497 0.2902 -4.1377  0.28
H17 0.1176 1.2917 -3.6325  -0.16
H18 -2.3721 -0.5571 -5.2646  0.34
H19 -2.0411 0.3752 -3.7533  0.18
H20 -1.9826 -1.4623 -3.8391  0.21
C16 -1.4771 -0.4500 3.8907  -1.81
C17 -0.0162 -0.2788 3.5007  1.74
C18 0.4779 1.0617 4.0303  -1.55
C19 0.7875 -1.4234 4.1006  -1.81
O2 0.1463 -0.3964 2.1062  -0.36
H21 -1.5579 -0.5330 4.9815  0.51
H22 -1.8860 -1.3565 3.4316  0.28
H23 -2.0825 0.4066 3.5771  0.31
H24 0.2606 1.1344 5.1045  0.46
H25 1.5568 1.1683 3.8832  0.33
H26 -0.0278 1.8910 3.5213  0.16
H27 0.3826 -2.3746 3.7344  0.38
H28 1.8351 -1.3575 3.7893  0.34
H29 0.7380 -1.4058 5.1962  0.46

=====

Entry 4:
C27H54N3O2 | ωB97M-V/def2-TZVPD

Calculated values
electronic energy = -37431.561 eV
multiplicity = 3
charge = +1
highest occupied orbital energy (spin up / spin down) = -9.25 / -10.63 eV
gap between HOMO and LUMO (spin up / spin down) = 5.3434 / 6.7246 eV

Each line ends with the Mulliken charge.
CARTESIAN COORDINATES (ANGSTROEM)
C1 -2.3238 -1.1092 -2.9462  -0.88
C2 -2.4759 -0.4177 -4.3028  -0.73
C3 -3.0271 1.0190 -4.2576  -1.13
C4 -4.1043 1.3141 -3.2079  1.68
C5 -4.5088 2.7950 -3.2492  -1.57
C6 -5.3042 0.3832 -3.3722  -0.18
C7 -6.1381 0.5540 -4.5881  -0.60
N1 -7.3444 0.1636 -4.3937  -0.02
C8 -7.5613 -0.3251 -3.0002  -0.60
C9 -6.3939 0.3512 -2.2821  -0.78
H1 -2.1894 -2.1844 -3.0697  0.42
H2 -1.4691 -0.7286 -2.3862  0.16
H3 -3.1894 -0.9668 -2.2975  0.18
H4 -1.4979 -0.3638 -4.7851  0.44
H5 -3.0845 -1.0398 -4.9684  0.31
H6 -3.4088 1.2917 -5.2501  0.38
H7 -2.2101 1.7156 -4.0667  0.51
H8 -3.6816 1.0895 -2.2232  -0.17
H9 -5.5536 2.9638 -2.9753  0.45
H10 -4.3601 3.2180 -4.2462  0.37
H11 -3.9089 3.3874 -2.5591  0.31
H12 -4.9426 -0.6565 -3.4808  0.30
H13 -5.8349 0.9478 -5.5526  0.48
H14 -8.0589 0.1566 -5.1111  0.28
H15 -8.5549 -0.0419 -2.6646  0.41
H16 -7.4762 -1.4140 -3.0180  0.32
H17 -6.0680 -0.1649 -1.3823  0.41
H18 -6.6918 1.3686 -2.0207  0.32
C10 1.2195 2.5421 -0.1211  -1.92
C11 -0.3091 2.5056 -0.1665  1.81
C12 -0.9348 3.6623 0.6254  -1.27
C13 -0.7663 3.5128 2.1335  -0.49
C14 -1.3122 2.1772 2.6263  -1.42
C15 -0.7305 0.9642 1.8828  2.13
N2 -0.8677 1.2311 0.4065  0.68
O1 -1.9682 0.8245 -0.1004  -0.59
C16 0.7187 0.6987 2.2828  -2.01
C17 -1.5407 -0.2894 2.1994  -2.18
C18 -0.7286 2.5844 -1.6262  -1.79
H19 1.5602 3.3141 -0.8122  0.50
H20 1.6212 2.7873 0.8558  0.33
H21 1.6422 1.5882 -0.4375  0.42
H22 -2.0034 3.6946 0.3861  0.30
H23 -0.4938 4.5997 0.2750  0.38
H24 0.2836 3.6252 2.4151  0.33
H25 -1.3008 4.3227 2.6335  0.41
H26 -1.0960 2.0492 3.6901  0.35
H27 -2.4007 2.1646 2.5145  0.43
H28 1.1917 -0.0260 1.6216  0.48
H29 0.7221 0.2773 3.2886  0.57
H30 1.3387 1.5886 2.3119  0.18
H31 -2.6017 -0.1424 2.0176  0.42
H32 -1.3903 -0.5359 3.2514  0.46
H33 -1.1991 -1.1298 1.5949  0.42
H34 -0.3280 1.7389 -2.1891  0.50
H35 -0.3300 3.5070 -2.0522  0.47
H36 -1.8093 2.5845 -1.7184  0.05
C19 5.7946 -1.8130 4.2406  -1.80
C20 4.4784 -2.1404 3.5340  1.76
C21 4.2516 -3.6546 3.4255  -1.27
C22 5.1969 -4.3317 2.4394  -0.49
C23 5.1144 -3.6889 1.0587  -1.23
C24 5.3286 -2.1670 1.0727  1.62
N3 4.4312 -1.5892 2.1333  0.42
O2 3.2653 -1.2713 1.7293  -0.52
C25 6.7968 -1.8116 1.3070  -1.64
C26 4.9086 -1.5632 -0.2643  -1.91
C27 3.3481 -1.4924 4.3272  -1.90
H37 5.6479 -1.9579 5.3113  0.48
H38 6.6226 -2.4480 3.9429  0.30
H39 6.0756 -0.7725 4.0755  0.36
H40 3.2187 -3.8167 3.1022  0.36
H41 4.3520 -4.0902 4.4233  0.38
H42 6.2242 -4.3114 2.8126  0.31
H43 4.9284 -5.3864 2.3551  0.38
H44 5.8606 -4.1263 0.3896  0.37
H45 4.1318 -3.8928 0.6229  0.38
H46 6.9093 -0.7448 1.5043  0.37
H47 7.3515 -2.0500 0.3991  0.47
H48 7.2570 -2.3640 2.1193  0.27
H49 3.8963 -1.8507 -0.5337  0.35
H50 5.5977 -1.9166 -1.0330  0.44
H51 4.9570 -0.4745 -0.2263  0.45
H52 3.4781 -0.4099 4.3692  0.48
H53 3.3741 -1.8854 5.3447  0.49
H54 2.3787 -1.7064 3.8863  0.33

=====

Entry 5:
C4H7NO | ωB97M-V/def2-TZVPD

Calculated values
electronic energy = -7796.587 eV
relative energy (zero: lowest compared OMol25 entry of this formula, charge and spin) = 70.5 kcal/mol
charge = 0
highest occupied orbital energy = -9.43 eV
gap between HOMO and LUMO = 10.2358 eV

Each line ends with the Mulliken charge.
CARTESIAN COORDINATES (ANGSTROEM)
C1 -0.8911 -1.1366 -1.1134  -1.14
C2 -0.6662 0.3902 -0.6133  -0.06
C3 0.5568 1.0584 -0.8769  0.46
O1 1.3027 1.5909 -1.6453  -0.61
N1 0.3754 0.5773 0.3361  -0.02
C4 0.8640 0.2543 1.6315  -0.77
H1 -1.1146 -1.5789 -0.0987  0.25
H2 0.0031 -1.5789 -1.4995  0.33
H3 -1.7019 -1.1132 -1.6921  0.39
H4 -1.6938 0.8110 -0.3677  0.28
H5 0.8117 -0.7541 1.8111  0.33
H6 1.8983 0.6567 1.7506  0.29
H7 0.2557 0.8229 2.3776  0.29

=====

Entry 6:
C16H32Cl16 | ωB97M-V/def2-TZVPD

Calculated values
electronic energy = -217471.818 eV
relative energy (zero: lowest compared OMol25 entry of this formula, charge and spin) = 10.7 kcal/mol
charge = 0
highest occupied orbital energy = -10.61 eV
gap between HOMO and LUMO = 10.6099 eV

Each line ends with the Mulliken charge.
CARTESIAN COORDINATES (ANGSTROEM)
Cl1 -1.9642 2.5653 -5.7264  -0.18
C1 -0.8958 2.3996 -4.3299  0.37
C2 0.5441 2.2295 -4.8032  -0.37
Cl2 1.1234 3.7465 -5.6150  -0.22
H1 -1.2112 1.5170 -3.7794  -0.14
H2 -0.9644 3.2772 -3.6939  0.09
H3 0.6389 1.4475 -5.5520  0.43
H4 1.2785 2.0380 -4.0250  0.04
Cl3 -3.6711 -5.8124 -0.4813  -0.18
C3 -2.3561 -4.7314 -0.9800  -0.06
C4 -1.6546 -4.1399 0.2282  -0.54
Cl4 -2.6803 -2.9927 1.1365  -0.21
H5 -2.7589 -3.9343 -1.6049  -0.06
H6 -1.6373 -5.2508 -1.6112  0.35
H7 -0.7148 -3.6474 -0.0205  0.30
H8 -1.3770 -4.9046 0.9521  0.41
Cl5 5.4505 -4.3621 2.7980  -0.19
C5 4.3198 -3.5220 1.7199  -0.49
C6 3.4759 -2.4699 2.4128  -0.04
Cl6 4.4555 -1.1064 2.9937  -0.17
H9 3.6716 -4.2929 1.3104  0.33
H10 4.8810 -3.0374 0.9253  0.34
H11 2.9045 -2.8847 3.2428  0.27
H12 2.7323 -2.0253 1.7548  -0.07
Cl7 1.9858 2.0613 5.8110  -0.19
C7 2.7213 1.9226 4.1984  0.15
C8 2.4844 3.1492 3.3515  -0.45
Cl8 0.7838 3.2986 2.8591  -0.16
H13 2.2530 1.0470 3.7551  -0.31
H14 3.7831 1.6873 4.2428  0.31
H15 3.1941 3.1532 2.5213  0.21
H16 2.7520 4.0504 3.9053  0.44
Cl9 1.1165 0.1250 1.3729  0.07
C9 -0.3230 0.8424 0.5783  -0.49
C10 -0.8713 -0.0685 -0.4852  0.09
Cl10 -2.1212 0.7804 -1.4120  -0.22
H17 -0.0374 1.8118 0.1759  -0.06
H18 -1.0348 1.0158 1.3812  0.48
H19 -1.3382 -0.9469 -0.0369  -0.21
H20 -0.1447 -0.5045 -1.1693  0.36
Cl11 2.2562 2.0043 -1.4732  -0.17
C11 2.7164 3.6920 -1.2012  -0.35
C12 1.7869 4.6005 -1.9859  -0.12
Cl12 0.1338 4.5794 -1.3330  -0.17
H21 3.7721 3.8357 -1.4152  0.44
H22 2.5931 3.8670 -0.1314  0.07
H23 1.7315 4.2400 -3.0139  -0.11
H24 2.1093 5.6367 -2.0533  0.39
Cl13 -5.4018 1.7016 -4.0601  -0.20
C13 -4.4425 0.2666 -3.6521  -0.08
C14 -5.1811 -0.9888 -4.0355  -0.51
Cl14 -4.2100 -2.4008 -3.5054  -0.22
H25 -4.2614 0.2932 -2.5840  0.16
H26 -3.5322 0.4328 -4.2223  0.17
H27 -5.3874 -1.1204 -5.0943  0.36
H28 -6.1480 -1.0426 -3.5378  0.32
Cl15 -1.4719 -2.9609 5.8608  -0.19
C15 -1.4318 -2.2291 4.2830  -0.26
C16 -0.5949 -0.9580 4.2922  0.40
Cl16 1.1311 -1.3501 4.6219  -0.17
H29 -2.4653 -2.0835 3.9692  0.29
H30 -1.0112 -2.8786 3.5114  0.19
H31 -0.9179 -0.2880 5.0871  0.38
H32 -0.5670 -0.3804 3.3718  -0.61

=====

Q: The lowest charge belongs to which entry?
A: C19H29MnO2

=====

Q: Which value of charge does entry 2 give?
A: 0

=====

Q: The lowest charge belongs to which entry?
A: C19H29MnO2

=====

Q: charge of number 3 (C19H29MnO2)?
A: -2